(1)
Entry from the OMol25 dataset: C5H11LaNP as an isolated structure in a non-equilibrium geometry (ωB97M-V with the def2-TZVPD basis set).

The calculation puts the gap between HOMO and LUMO (alpha / beta) at 4.96 / 4.93 eV. The value obtained for the HOMO energy (alpha / beta) is -5.92 / -5.87 eV. As for the net charge: 0. Its energy is -16993.143 eV. As for the spin multiplicity: 1. The calculation puts the LUMO energy (alpha / beta) at -0.0355 / -0.0343 Eh. Its largest force on an atom is 4.448 eV Å⁻¹.

Geometry (Å):
C (1.5411, -1.2087, -0.9266)
C (1.1601, -2.6577, -0.9236)
C (0.1457, -2.8086, -1.8499)
C (-0.0055, -1.6842, -2.6226)
C (0.8175, -0.5982, -1.9816)
La (-0.5744, 1.3963, 0.7590)
P (1.6472, 2.7474, 1.7442)
H (2.3823, -0.8004, -0.4561)
H (1.4541, -3.3359, -0.1471)
H (-0.5295, -3.6529, -1.8744)
H (1.0483, 0.3184, -2.4170)
H (-0.7492, -1.4874, -3.3789)
H (1.8584, 3.7106, 0.6266)
H (2.7458, 2.0967, 2.4512)
H (0.4195, 3.1461, 2.6109)
N (-2.7626, 1.0906, 1.3006)
H (-2.7695, 2.0885, 0.9463)
H (-2.5299, 1.0984, 2.3191)
H (-3.5153, 0.4789, 0.9815)

Charges per atom according to Mulliken partitioning, unit e: C -0.4385; C -0.8064; C -0.1645; C -0.8106; C -0.6807; La 0.6176; P -0.3185; H 0.4768; H 0.3802; H 0.3876; H 0.5325; H 0.3762; H 0.1202; H 0.1473; H 0.0757; N -0.6018; H 0.1948; H 0.2380; H 0.2742

(2)
Entry from the OMol25 dataset: a 6-piece molecular cluster, C41H101N5O6P overall (ωB97M-V with the def2-TZVPD basis set).

The calculation puts the gap between HOMO and LUMO at 8.19 eV. The value obtained for the HOMO energy is -10.67 eV. As for the net charge: +1. Its energy is -73170.266 eV. As for the spin multiplicity: 1. The calculation puts the LUMO energy at -0.0914 Eh. Its largest force on an atom is 0.430 eV Å⁻¹.

Geometry (Å):
C (-2.6806, 0.4911, -3.3923)
C (-1.7240, 1.4421, -2.6528)
C (-0.2874, 1.5040, -3.1797)
C (0.3878, 0.1491, -3.3833)
C (0.1885, -0.8620, -2.2501)
C (0.5184, -0.3507, -0.8346)
C (-0.5760, -0.6410, 0.1969)
C (-0.3934, -1.9932, 0.9254)
P (-1.8777, -3.0056, 0.9611)
C (-1.7895, -4.5600, 0.0535)
C (-0.8865, -4.4816, -1.1934)
C (0.5230, -5.0437, -0.9800)
C (1.2223, -5.3229, -2.3064)
C (1.9310, -4.0940, -2.9105)
C (1.4420, -3.7286, -4.3104)
C (2.3863, -2.7897, -5.0844)
C (2.7393, -3.2766, -6.4915)
C (1.5706, -3.1237, -7.4765)
C (0.7660, -4.4108, -7.7154)
C (-0.6421, -4.2266, -8.3043)
C (-1.3872, -3.0000, -7.8185)
O (-1.4561, -3.0629, -6.3994)
C (-2.1055, -1.9643, -5.7965)
H (-2.1599, -0.1970, -4.0625)
H (-3.2543, -0.1233, -2.6929)
H (-3.4091, 1.0350, -3.9932)
H (-1.6884, 1.1717, -1.5918)
H (-2.1390, 2.4520, -2.6730)
H (-0.2513, 2.0559, -4.1238)
H (0.2891, 2.1059, -2.4713)
H (0.0166, -0.3230, -4.2977)
H (1.4572, 0.3073, -3.5503)
H (0.7963, -1.7405, -2.4861)
H (-0.8545, -1.2053, -2.2706)
H (1.4542, -0.8003, -0.4855)
H (0.7003, 0.7260, -0.8488)
H (-0.5925, 0.1080, 0.9894)
H (-1.5478, -0.6052, -0.3080)
H (-0.1020, -1.8136, 1.9646)
H (0.3794, -2.6109, 0.4591)
H (-2.9348, -2.2617, 0.4317)
H (-2.2845, -3.2702, 2.2720)
H (-1.4507, -5.3389, 0.7400)
H (-2.8263, -4.7908, -0.2068)
H (-0.8388, -3.4475, -1.5564)
H (-1.3652, -5.0484, -1.9945)
H (0.4605, -5.9463, -0.3639)
H (1.1328, -4.3291, -0.4141)
H (0.4754, -5.6810, -3.0241)
H (1.9332, -6.1413, -2.1825)
H (1.7691, -3.2312, -2.2495)
H (3.0122, -4.2496, -2.9213)
H (0.4474, -3.2746, -4.2326)
H (1.2889, -4.6488, -4.8794)
H (3.2992, -2.6215, -4.5035)
H (1.9350, -1.7998, -5.1947)
H (3.6000, -2.7141, -6.8595)
H (3.0533, -4.3279, -6.4476)
H (1.9335, -2.7625, -8.4442)
H (0.9033, -2.3477, -7.0930)
H (0.6848, -4.9679, -6.7806)
H (1.3438, -5.0480, -8.3908)
H (-0.5995, -4.1829, -9.3967)
H (-1.2515, -5.0974, -8.0529)
H (-0.8855, -2.0738, -8.1264)
H (-2.3990, -2.9768, -8.2449)
H (-2.1841, -1.1132, -6.4818)
H (-3.1140, -2.2331, -5.4630)
H (-1.5186, -1.6465, -4.9270)
C (-2.2213, 0.2932, 3.8619)
C (-0.7571, 0.0558, 4.2125)
C (-0.3502, 0.5526, 5.6048)
O (-0.2199, 1.9542, 5.6984)
C (-1.4252, 2.6618, 5.9459)
N (0.0794, 0.6254, 3.1515)
H (-2.4025, 1.3298, 3.5793)
H (-2.5126, -0.3149, 3.0000)
H (-2.8837, 0.0437, 4.6923)
H (-0.5817, -1.0295, 4.2294)
H (0.6421, 0.1522, 5.8311)
H (-1.0474, 0.1817, 6.3675)
H (-2.0928, 2.0821, 6.5883)
H (-1.9340, 2.9420, 5.0197)
H (-1.1530, 3.5771, 6.4705)
H (1.0525, 0.3842, 3.3192)
H (0.0756, 1.6397, 3.2349)
C (0.0434, 2.7600, 9.2627)
C (-1.3761, 3.2507, 9.5231)
C (-1.5688, 3.9234, 10.8858)
O (-1.5762, 3.0299, 11.9810)
C (-0.3088, 2.7091, 12.5198)
N (-2.3169, 2.1444, 9.3073)
H (0.2403, 1.8252, 9.7901)
H (0.1921, 2.5708, 8.1995)
H (0.7833, 3.4946, 9.5857)
H (-1.6068, 4.0229, 8.7801)
H (-2.5507, 4.4034, 10.8952)
H (-0.8103, 4.7028, 11.0378)
H (0.3554, 3.5799, 12.5076)
H (0.1810, 1.8938, 11.9816)
H (-0.4666, 2.4023, 13.5524)
H (-3.2681, 2.4969, 9.3565)
H (-2.2277, 1.5129, 10.0995)
C (5.3099, 2.9160, -5.0340)
C (5.6522, 1.4369, -5.1708)
C (4.6349, 0.6279, -5.9804)
O (3.4079, 0.3823, -5.3117)
C (2.4550, 1.4218, -5.3904)
N (5.8961, 0.8770, -3.8417)
H (4.5329, 3.0703, -4.2837)
H (6.1885, 3.4703, -4.7079)
H (4.9636, 3.3370, -5.9794)
H (6.5938, 1.3604, -5.7254)
H (5.0586, -0.3613, -6.1715)
H (4.4412, 1.1067, -6.9493)
H (2.5120, 1.9387, -6.3543)
H (2.5746, 2.1641, -4.5963)
H (1.4688, 0.9657, -5.2988)
H (6.2850, -0.0564, -3.9186)
H (5.0066, 0.7733, -3.3625)
C (-7.3014, 0.6101, -0.0818)
C (-5.7975, 0.3916, -0.2056)
C (-5.0958, 0.1338, 1.1354)
O (-4.9308, 1.2660, 1.9590)
C (-6.0587, 1.6362, 2.7338)
N (-5.2130, 1.4988, -0.9584)
H (-7.5208, 1.6173, 0.2727)
H (-7.7713, 0.5021, -1.0579)
H (-7.7583, -0.1034, 0.6060)
H (-5.6403, -0.5171, -0.8012)
H (-4.0721, -0.2030, 0.9253)
H (-5.6124, -0.6645, 1.6890)
H (-6.6113, 0.7526, 3.0699)
H (-6.7419, 2.2869, 2.1857)
H (-5.6857, 2.1727, 3.6047)
H (-4.2457, 1.2946, -1.1880)
H (-5.1870, 2.3190, -0.3586)
C (2.9795, 3.3258, 4.3767)
C (3.3335, 2.3380, 3.2711)
C (4.7752, 2.4328, 2.7641)
O (5.0327, 3.5624, 1.9566)
C (5.3875, 4.7445, 2.6497)
N (2.3481, 2.4617, 2.1921)
H (2.8187, 4.3242, 3.9672)
H (2.0553, 3.0203, 4.8689)
H (3.7712, 3.3870, 5.1251)
H (3.2334, 1.3257, 3.6851)
H (4.9718, 1.5677, 2.1247)
H (5.4791, 2.3975, 3.6061)
H (6.0151, 4.5167, 3.5177)
H (4.5151, 5.3062, 2.9914)
H (5.9555, 5.3638, 1.9580)
H (2.4769, 1.7129, 1.5175)
H (2.5440, 3.3153, 1.6758)

Here are the Mulliken charges for atoms 1 to 99, given in e: C -0.0926; C 0.2210; C -1.8468; C -1.2823; C 2.9606; C -1.5607; C -0.1999; C 0.0036; P 0.2085; C -0.9081; C 0.1482; C -0.6647; C -1.2932; C -0.2728; C -0.3275; C 0.0766; C -1.4340; C -0.1320; C -0.3263; C -1.0283; C -0.6425; O -0.2121; C -0.3712; H -0.6213; H 0.1043; H 0.5599; H -0.3375; H 0.7739; H 0.4805; H 0.4487; H 0.5574; H 0.4710; H -2.2418; H 0.0575; H 0.7033; H 0.3352; H 0.2098; H 0.1376; H 0.3745; H 0.0584; H 0.0078; H 0.1833; H 0.4394; H 0.4239; H -0.6312; H 0.7880; H 0.5776; H 0.2381; H 0.4734; H 0.3418; H -0.0039; H 0.6265; H -0.0179; H 0.5145; H 0.6552; H -0.3791; H 0.3111; H 0.4645; H 0.4075; H 0.0262; H -0.0123; H 0.4454; H 0.3764; H 0.3460; H 0.4402; H 0.4495; H 0.4012; H 0.3026; H -0.4482; C -1.3128; C 0.5802; C -1.1433; O -0.1351; C -0.9241; N -0.4101; H 0.2547; H -0.1935; H 0.6103; H 0.3477; H 0.3877; H 0.5295; H 0.4363; H 0.2833; H 0.1999; H 0.2461; H 0.2542; C -1.1353; C 0.6451; C -0.9519; O -0.3818; C -0.6239; N -0.6012; H 0.3085; H -0.0247; H 0.3483; H 0.2926; H 0.3949; H 0.4310; H 0.2976